(1)
{
  "formula": "C21H22N4O3S2",
  "method": "wB97M-V/def2-TZVPD",
  "multiplicity": 1,
  "smiles": "CSc1nc(NCCOCCO)c2sc3nc(-c4ccco4)c4c(c3c2n1)CCC4",
  "symbols": ["C", "S", "C", "N", "C", "N", "C", "C", "O", "C", "C", "O", "C", "S", "C", "N", "C", "C", "C", "C", "C", "O", "C", "C", "C", "C", "N", "C", "C", "C", "H", "H", "H", "H", "H", "H", "H", "H", "H", "H", "H", "H", "H", "H", "H", "H", "H", "H", "H", "H", "H", "H"],
  "positions_angstrom": [[-2.19029, 4.25703, -1.95984], [-0.37538, 4.31607, -2.00544], [-0.00185, 2.81492, -1.19596], [1.29634, 2.57026, -1.06293], [1.66970, 1.44558, -0.45768], [2.98039, 1.21389, -0.25373], [4.00995, 1.99027, -0.89649], [4.59435, 1.22707, -2.09538], [5.10997, -0.03841, -1.72780], [6.50454, -0.13244, -1.57633], [7.04969, 0.51197, -0.28987], [8.40884, 0.21583, -0.09435], [0.67391, 0.56208, 0.00483], [0.86528, -0.97725, 0.81483], [-0.87342, -1.15826, 0.89272], [-1.43502, -2.21066, 1.43492], [-2.77194, -2.27094, 1.46052], [-3.31972, -3.46591, 2.05910], [-2.66435, -4.52604, 2.63980], [-3.66441, -5.42678, 3.05676], [-4.85166, -4.85819, 2.70191], [-4.65613, -3.67678, 2.10035], [-3.55649, -1.23553, 0.93662], [-2.94556, -0.13289, 0.35485], [-1.55991, -0.06610, 0.31565], [-0.66153, 0.92271, -0.19658], [-1.00979, 2.06385, -0.80144], [-3.95186, 0.83682, -0.16852], [-5.26008, 0.38003, 0.49654], [-5.04722, -1.09877, 0.86890], [-2.51999, 4.28737, -0.92681], [-2.54301, 5.12803, -2.50144], [-2.52524, 3.34159, -2.43506], [3.24027, 0.27886, 0.02696], [4.79004, 2.20903, -0.16278], [3.55205, 2.91903, -1.23927], [5.35995, 1.83361, -2.59137], [3.78505, 1.02849, -2.80634], [7.02228, 0.29894, -2.44481], [6.71036, -1.20835, -1.54965], [7.00024, 1.60130, -0.35483], [6.44363, 0.17740, 0.56461], [8.51668, -0.73845, -0.01112], [-1.60422, -4.62209, 2.74276], [-3.52417, -6.36639, 3.55052], [-5.86627, -5.18512, 2.81923], [-3.68299, 1.86609, 0.06353], [-4.00113, 0.74783, -1.25683], [-6.12150, 0.51723, -0.15445], [-5.42707, 0.96142, 1.40447], [-5.52990, -1.36312, 1.80886], [-5.44141, -1.76612, 0.09785]],
  "nbo_charge": [-0.73, 0.27, 0.28, -0.55, 0.44, -0.57, -0.25, -0.08, -0.54, -0.08, -0.09, -0.71, -0.32, 0.37, 0.09, -0.43, 0.16, 0.23, -0.26, -0.31, 0.10, -0.40, 0.00, 0.07, -0.15, 0.22, -0.53, -0.43, -0.39, -0.44, 0.22, 0.22, 0.23, 0.40, 0.19, 0.25, 0.17, 0.19, 0.17, 0.18, 0.18, 0.16, 0.46, 0.24, 0.23, 0.20, 0.24, 0.22, 0.21, 0.20, 0.23, 0.22]
}

=====

(2)
{
  "formula": "C3H11NS3",
  "method": "wB97M-V/def2-TZVPD",
  "multiplicity": 1,
  "symbols": ["C", "C", "S", "N", "H", "H", "H", "H", "H", "H", "H", "C", "S", "S", "H", "H", "H", "H"],
  "positions_angstrom": [[1.90700, 0.59039, 1.26522], [1.24957, -0.54976, 0.49106], [1.49469, -0.53798, -1.27887], [1.54082, 0.52085, 2.66585], [3.06527, 0.56597, 1.07153], [1.51163, 1.53107, 0.79444], [1.62387, -1.50488, 0.97665], [0.14271, -0.45883, 0.64534], [-0.50259, -1.57334, -1.84051], [2.04830, 1.13509, 3.30821], [0.58979, 0.78618, 2.68409], [-1.58806, 1.35948, -0.15367], [-1.21752, 1.71262, 1.61239], [-1.69095, -2.00808, -2.30830], [-1.72224, 0.29234, -0.37575], [-0.83966, 1.76485, -0.81520], [-2.53912, 1.82586, -0.35423], [-0.95423, -3.07588, -2.77471]],
  "nbo_charge": [-0.23, -0.62, 0.12, -0.84, 0.20, 0.18, 0.26, 0.27, 0.14, 0.37, 0.35, -0.78, 0.04, -0.32, 0.23, 0.23, 0.26, 0.16]
}

=====

(3)
{
  "formula": "C17H21AsN2O2PdS7",
  "method": "wB97M-V/def2-TZVPD",
  "multiplicity": 1,
  "charge": -2,
  "symbols": ["Pd", "O", "C", "C", "C", "C", "C", "C", "C", "O", "N", "N", "C", "S", "C", "C", "S", "H", "H", "H", "H", "H", "H", "H", "H", "H", "C", "As", "C", "C", "H", "H", "H", "H", "H", "H", "H", "H", "H", "C", "S", "C", "C", "S", "S", "C", "S", "S", "H", "H", "H"],
  "positions_angstrom": [[-0.24780, -1.19318, -0.89299], [1.25831, -0.75867, 4.63521], [1.16263, 0.56877, 4.77080], [1.49383, 1.16186, 5.99402], [1.40098, 2.53271, 6.15413], [0.97738, 3.33734, 5.09950], [0.64977, 2.74727, 3.88677], [0.73461, 1.37176, 3.69986], [0.39795, 0.70276, 2.39068], [0.51498, -0.55877, 2.34753], [0.02177, 1.52966, 1.44088], [-0.36032, 0.92648, 0.26206], [-0.33586, 1.73946, -0.71193], [-0.67397, 1.21628, -2.35227], [-1.08609, 2.91781, -2.87943], [-0.04578, 3.84563, -2.27781], [0.12315, 3.45170, -0.51042], [0.95556, -0.90909, 3.66102], [1.82017, 0.51728, 6.80154], [1.66044, 2.97804, 7.10900], [0.90406, 4.41126, 5.22201], [0.31962, 3.34156, 3.04471], [-2.08735, 3.18128, -2.53416], [-1.06710, 2.93712, -3.97032], [-0.34036, 4.89441, -2.35658], [0.91471, 3.71020, -2.77852], [3.36472, -2.68417, -0.83000], [2.13865, -1.15858, -1.06103], [3.01013, 0.02441, 0.23837], [3.02252, -0.43132, -2.66538], [4.40949, -2.36725, -0.88707], [3.16023, -3.42526, -1.60316], [3.17287, -3.13620, 0.14313], [4.09524, 0.04620, 0.10463], [2.75249, -0.32412, 1.23879], [2.59879, 1.02871, 0.12219], [4.04497, -0.11525, -2.44356], [2.43991, 0.41679, -3.02502], [3.03755, -1.19800, -3.44160], [-3.68462, -4.87954, -4.05255], [-4.37971, -5.00158, -2.38548], [-4.46138, -3.31358, -1.95110], [-3.38551, -2.50362, -1.71240], [-1.71629, -2.87528, -1.79703], [-3.84501, -0.84107, -1.35088], [-5.55155, -0.97435, -1.52842], [-6.62198, 0.28519, -1.31564], [-6.04116, -2.56416, -1.92292], [-3.51774, -5.89615, -4.41136], [-2.73458, -4.34865, -3.99706], [-4.37335, -4.36411, -4.72076]],
  "nbo_charge": [-0.02, -0.71, 0.34, -0.31, -0.21, -0.30, -0.17, -0.14, 0.58, -0.73, -0.51, -0.32, -0.11, 0.30, -0.55, -0.55, 0.22, 0.50, 0.20, 0.19, 0.19, 0.23, 0.21, 0.21, 0.21, 0.20, -0.97, 0.96, -0.98, -0.97, 0.19, 0.21, 0.23, 0.19, 0.25, 0.23, 0.19, 0.23, 0.21, -0.75, 0.24, -0.56, -0.34, -0.31, 0.52, -0.58, -0.24, 0.45, 0.20, 0.25, 0.20]
}

=====

(4)
{
  "formula": "C5H8O",
  "method": "wB97M-V/def2-TZVPD",
  "multiplicity": 1,
  "smiles": "C[C@H]1C[C@H]1C=O",
  "symbols": ["C", "C", "C", "C", "C", "O", "H", "H", "H", "H", "H", "H", "H", "H"],
  "positions_angstrom": [[0.05017, -0.57001, -1.43875], [0.27124, -0.85096, 0.04142], [1.10859, -0.01459, 0.96958], [-0.38054, 0.11321, 1.01721], [-1.00320, 1.28118, 0.32829], [-2.15516, 1.31210, -0.03522], [0.61101, 0.30480, -1.78811], [0.30431, -1.42219, -2.07587], [-1.00598, -0.34735, -1.59075], [0.18925, -1.90202, 0.32141], [1.69223, 0.81872, 0.58392], [1.60148, -0.51775, 1.78817], [-0.97057, -0.31456, 1.82213], [-0.31282, 2.10940, 0.05657]],
  "nbo_charge": [-0.63, -0.19, -0.41, -0.36, 0.44, -0.52, 0.21, 0.22, 0.23, 0.22, 0.21, 0.22, 0.24, 0.11]
}

=====

no.,LUMO level (eV),calculated total energy (eV),frontier orbital gap (eV)
1,-0.064,-55907.952,7.75
2,-4.571,-37279.993,3.80
3,4.205,-165211.783,5.20
4,1.030,-7360.878,10.87